Molecular formula: C63H55AsIrP3Si
Method: DFT, wB97M-V/def2-TZVPD

Last column: Mulliken charge in e.
Geometry (Å):
Ir1 0.7413 0.3916 -0.7878  2.129
C1 4.6608 0.3645 -1.6414  -1.437
Si1 2.8171 0.7048 -2.0337  0.637
C2 2.3950 -0.4693 -3.5203  -0.233
C3 3.0964 -0.3052 -4.7089  -0.306
C4 2.8877 -1.1448 -5.7908  -0.985
C5 1.9641 -2.1744 -5.7011  -0.917
C6 1.2519 -2.3577 -4.5269  -0.597
C7 1.4592 -1.5089 -3.4406  0.387
P1 0.5375 -1.7587 -1.8838  1.334
C8 1.5064 -3.0110 -0.9881  0.176
C9 2.4727 -3.7944 -1.6079  -0.851
C10 3.1980 -4.7020 -0.8542  -0.825
C11 2.9548 -4.8417 0.5035  -0.976
C12 1.9682 -4.0852 1.1186  -0.273
C13 1.2538 -3.1642 0.3749  0.025
C14 -0.9609 -2.6631 -2.3619  0.467
C15 -1.3310 -3.8630 -1.7574  -0.798
C16 -2.4594 -4.5294 -2.2002  -0.727
C17 -3.2215 -4.0003 -3.2301  -0.690
C18 -2.8729 -2.7869 -3.8080  -0.731
C19 -1.7561 -2.1069 -3.3645  -0.206
C20 2.5942 2.5028 -2.6925  0.500
C21 3.6861 3.2339 -3.1497  -0.592
C22 3.5169 4.4583 -3.7732  -0.859
C23 2.2427 4.9631 -3.9762  -0.900
C24 1.1457 4.2743 -3.4900  -0.555
C25 1.3215 3.0682 -2.8156  -0.236
P2 -0.1632 2.2182 -2.1710  1.088
C26 -1.1383 2.1475 -3.7073  0.843
C27 -0.5626 1.4654 -4.7781  -0.213
C28 -1.1623 1.4929 -6.0217  -0.725
C29 -2.3473 2.1910 -6.2061  -0.791
C30 -2.9311 2.8523 -5.1383  -0.679
C31 -2.3353 2.8326 -3.8897  -0.461
C32 -1.1208 3.4076 -1.1863  0.756
C33 -0.7390 4.7116 -0.9010  -0.645
C34 -1.6129 5.5388 -0.2115  -1.049
C35 -2.8521 5.0740 0.1953  -1.005
C36 -3.2206 3.7605 -0.0583  -0.894
C37 -2.3551 2.9298 -0.7389  -1.028
H1 5.2282 0.3395 -2.5662  0.416
H2 4.7979 -0.5933 -1.1507  0.419
H3 5.0863 1.1314 -1.0038  0.375
H4 3.8219 0.4914 -4.7844  0.444
H5 3.4546 -1.0077 -6.6996  0.465
H6 1.7998 -2.8381 -6.5377  0.494
H7 0.5408 -3.1696 -4.4479  0.580
H8 2.6628 -3.6982 -2.6676  0.458
H9 3.9531 -5.3039 -1.3369  0.453
H10 3.5366 -5.5420 1.0813  0.453
H11 1.7616 -4.2146 2.1714  0.393
H12 0.4807 -2.5547 0.8343  0.726
H13 -0.7294 -4.2855 -0.9647  0.537
H14 -2.7355 -5.4712 -1.7498  0.481
H15 -4.0916 -4.5304 -3.5823  0.428
H16 -3.4656 -2.3735 -4.6094  0.496
H17 -1.4744 -1.1566 -3.8036  0.478
H18 4.6812 2.8366 -3.0289  0.484
H19 4.3787 5.0127 -4.1132  0.479
H20 2.1019 5.8922 -4.5071  0.480
H21 0.1492 4.6691 -3.6364  0.621
H22 0.3675 0.9333 -4.6287  0.197
H23 -0.6991 0.9838 -6.8525  0.519
H24 -2.8081 2.2275 -7.1812  0.427
H25 -3.8481 3.4045 -5.2773  0.485
H26 -2.7980 3.3669 -3.0746  0.354
H27 0.2265 5.0824 -1.2122  0.634
H28 -1.3199 6.5539 0.0048  0.557
H29 -3.5369 5.7328 0.7023  0.440
H30 -4.1821 3.3893 0.2635  0.535
H31 -2.6351 1.9046 -0.9535  0.838
C38 0.9697 0.4729 3.0586  -1.099
C39 0.8243 -0.9682 3.5162  -1.064
As1 -1.0209 -1.6717 3.8497  0.958
C40 -1.2413 -1.3335 5.7539  0.194
C41 -0.7078 -0.2151 6.3819  -0.080
C42 -0.7705 -0.0935 7.7578  -0.788
C43 -1.3935 -1.0745 8.5143  -0.549
C44 -1.9878 -2.1599 7.8885  -0.638
C45 -1.9320 -2.2780 6.5124  -0.547
C46 -0.4787 -3.5515 3.9882  0.168
C47 0.5008 -3.9211 4.9033  -0.562
C48 0.9344 -5.2336 4.9507  -0.674
C49 0.3868 -6.1794 4.0985  -0.633
C50 -0.6142 -5.8211 3.2117  -0.508
C51 -1.0425 -4.5053 3.1542  -0.469
P3 0.1634 0.9847 1.4571  0.567
C52 -1.6085 0.8058 1.8696  1.660
C53 -2.3472 -0.0248 1.0258  -0.345
C54 -3.6797 -0.2832 1.2820  -0.821
C55 -4.2989 0.3057 2.3741  -0.876
C56 -3.5747 1.1311 3.2224  -1.124
C57 -2.2289 1.3688 2.9855  -0.661
C58 0.6733 2.7413 1.5378  0.385
C59 -0.0859 3.8105 1.9923  -0.482
C60 0.4656 5.0826 2.0094  -0.864
C61 1.7480 5.3109 1.5384  -0.924
C62 2.5042 4.2497 1.0619  -0.585
C63 1.9733 2.9762 1.0787  -0.602
H32 2.0361 0.7098 2.9626  0.661
H33 0.5494 1.1611 3.8011  0.460
H34 1.3707 -1.0786 4.4593  0.806
H35 1.2818 -1.6482 2.7906  0.300
H36 -0.2221 0.5542 5.7949  0.284
H37 -0.3340 0.7663 8.2406  0.432
H38 -1.4331 -0.9821 9.5884  0.393
H39 -2.4991 -2.9084 8.4736  0.424
H40 -2.4040 -3.1210 6.0186  0.440
H41 0.9201 -3.1894 5.5848  0.340
H42 1.6989 -5.5156 5.6592  0.452
H43 0.7388 -7.1978 4.1299  0.425
H44 -1.0614 -6.5627 2.5689  0.458
H45 -1.8227 -4.2076 2.4617  0.470
H46 -1.8633 -0.4604 0.1549  0.172
H47 -4.2352 -0.9408 0.6311  0.522
H48 -5.3479 0.1282 2.5560  0.512
H49 -4.0669 1.5889 4.0697  0.520
H50 -1.6791 2.0091 3.6614  0.456
H51 -1.1067 3.6691 2.3113  0.280
H52 -0.1270 5.8994 2.3902  0.523
H53 2.1582 6.3096 1.5392  0.419
H54 3.5044 4.4162 0.6853  0.481
H55 2.5743 2.1421 0.7307  0.423

Computed properties:
frontier orbital gap (alpha / beta)	0.17229 / 0.17296	hartree
E_LUMO (alpha / beta)	-7.23 / -7.21	eV
charge	+2

---

Molecular formula: C10H12O2
Method: DFT, wB97M-V/def2-TZVPD

Last column: Mulliken charge in e.
Geometry (Å):
C1 -0.5059 2.8171 0.3018  -1.283
C2 -0.6986 1.3592 0.0514  1.256
O1 -1.9218 0.7661 -0.2791  -0.558
C3 -1.0099 0.8429 -1.2851  -0.251
C4 -0.2317 -0.3992 -1.9111  -1.170
C5 -0.0915 -1.4623 -0.8856  -0.621
C6 -0.5533 -2.6510 -0.8467  0.725
O2 -0.8941 -3.7449 -0.9709  -0.452
C7 0.5419 -0.8824 0.3759  1.577
C8 1.7379 -1.6413 0.7515  -1.565
C9 -0.2800 -0.5175 1.6241  -1.241
C10 0.4326 0.5681 0.8643  -0.573
H1 -0.7215 3.5455 -0.5761  0.314
H2 0.5541 3.0857 0.6132  0.333
H3 -1.2272 3.0419 1.1782  0.280
H4 -1.4195 1.6746 -1.9617  0.361
H5 -0.7644 -0.6007 -2.8407  0.475
H6 0.7233 -0.0813 -2.1437  0.409
H7 1.9796 -1.7421 1.8773  0.334
H8 2.6794 -1.2534 0.2148  0.241
H9 1.7465 -2.6119 0.3897  0.477
H10 -1.3354 -0.5488 1.6931  0.222
H11 0.0785 -0.8173 2.6891  0.246
H12 1.1814 1.2529 1.0765  0.462

Computed properties:
frontier orbital gap	0.34276	hartree
ΔE to the lowest compared entry with this formula, charge and spin	426.9	kJ/mol
E_LUMO	0.81	eV
SMILES	C[C@@]12O[C@@H]1CC(=C=O)[C@]1(C)C[C@H]21

---

Molecular formula: C2H5N3O
Method: DFT, wB97M-V/def2-TZVPD

Last column: Mulliken charge in e.
Geometry (Å):
H1 2.9369 1.2120 -0.3738  0.262
N1 2.4866 0.5457 0.2543  -0.616
C1 1.2518 0.4606 -0.0235  0.206
N2 0.3485 -0.3680 0.6389  -0.201
C2 -0.9937 -0.5442 0.4342  0.546
N3 -1.7222 0.0865 -0.5112  -0.375
O1 -1.4721 -1.3434 1.2399  -0.684
H2 0.7734 1.0444 -0.8314  0.152
H3 0.2778 -1.0672 1.4361  0.282
H4 -2.6690 -0.2502 -0.5817  0.241
H5 -1.3390 0.6191 -1.2719  0.187

Computed properties:
frontier orbital gap	0.38070	hartree
ΔE to the lowest compared entry with this formula, charge and spin	87.8	kJ/mol
E_LUMO	0.59	eV
SMILES	[H]/N=C/NC(N)=O

---

Molecular formula: C12H14NO2
Method: DFT, wB97M-V/def2-TZVPD

Last column: Mulliken charge in e.
Geometry (Å):
C1 2.6866 0.9424 -2.9692  -1.378
C2 0.0746 -0.5266 -0.7189  -0.241
C3 0.8227 -0.6163 -1.9300  0.786
C4 1.7831 0.4333 -1.8791  0.415
C5 1.5188 1.1309 -0.7286  -0.572
C6 -1.0904 -1.2825 -0.5934  -0.175
C7 -1.3678 -2.2584 -1.5373  -0.704
C8 -0.5390 -2.4352 -2.6530  -0.424
C9 0.5361 -1.6022 -2.8769  -0.619
N1 0.5538 0.5083 0.0085  0.016
H1 -1.7370 -1.1835 0.2762  0.075
H2 -2.2611 -2.8738 -1.4517  0.359
H3 0.1657 0.9834 0.9455  0.443
H4 -0.7679 -3.2440 -3.3450  0.333
H5 2.1300 1.8588 -0.2219  0.363
H6 1.0642 -1.6946 -3.8179  0.371
H7 3.0748 1.9256 -2.7239  0.357
H8 2.1481 1.0901 -3.8985  0.319
H9 3.4705 0.2148 -3.2226  0.283
C10 -1.8286 0.5280 2.6216  -0.403
C11 -1.3163 -0.8692 3.0166  -1.223
C12 -0.7876 1.6066 2.9583  0.441
O1 0.0498 1.8914 2.0332  -0.775
O2 -0.8512 2.1305 4.0703  -0.741
H10 -2.1700 0.5248 1.5892  0.338
H11 -2.6757 0.6841 3.2827  0.352
H12 -1.2133 -0.9039 4.1010  0.428
H13 -0.3249 -1.0952 2.6290  0.288
H14 -2.0213 -1.6571 2.7526  0.288

Computed properties:
frontier orbital gap	0.28735	hartree
ΔE to the lowest compared entry with this formula, charge and spin	0.0	kJ/mol
E_LUMO	3.38	eV
charge	-1

---

Molecular formula: H24O12
Method: DFT, wB97M-V/def2-TZVPD

Last column: Mulliken charge in e.
Geometry (Å):
O1 17.1120 -3.4793 18.5518  -0.647
H1 16.8240 -2.5561 18.4218  0.347
H2 16.4358 -3.8235 19.1374  0.250
O2 15.3724 -6.3996 23.2571  -0.611
H3 15.2303 -7.0785 23.9186  0.249
H4 15.4746 -6.8453 22.4202  0.233
O3 11.7982 -4.6441 21.6461  -0.760
H5 11.2912 -4.6828 22.4891  0.332
H6 12.6550 -4.2217 21.8733  0.398
O4 14.5056 -2.0346 20.3729  -0.654
H7 15.0200 -2.5992 19.8336  0.312
H8 14.7357 -2.3018 21.2418  0.324
O5 15.1408 -5.1084 19.4975  -0.617
H9 14.3373 -5.0559 18.9634  0.405
H10 14.9390 -5.8720 20.0390  0.210
O6 12.4806 -2.5979 23.9194  -0.704
H11 12.9735 -2.1295 23.2195  0.505
H12 12.8982 -3.5010 23.8830  0.243
O7 12.9537 -5.2394 24.7543  -0.627
H13 13.8205 -5.3786 25.1002  0.288
H14 12.4989 -4.7631 25.4493  0.302
O8 12.6140 -4.4944 18.9119  -0.674
H15 12.2327 -5.2618 18.4739  0.324
H16 12.4877 -4.6771 19.8693  0.435
O9 14.3892 -4.1359 22.0968  -0.346
H17 14.7387 -4.2368 21.2073  0.127
H18 14.6694 -4.9883 22.4888  0.286
O10 17.2671 -4.1238 21.4833  -0.443
H19 17.2315 -3.1920 21.3753  0.300
H20 18.1690 -4.3072 21.8272  0.215
O11 17.4817 -5.1695 24.6960  -0.611
H21 18.3514 -5.0589 24.3161  0.312
H22 16.9591 -5.4830 23.9916  0.357
O12 14.5098 -0.9253 22.7874  -0.672
H23 14.0802 -0.1530 23.1963  0.272
H24 14.8967 -1.5766 23.4269  0.340

Computed properties:
frontier orbital gap	0.37668	hartree
ΔE to the lowest compared entry with this formula, charge and spin	208.5	kJ/mol
E_LUMO	-0.36	eV
SMILES	O.O.O.O.O.O.O.O.O.O.O.O

---

Molecular formula: C15H22N2O4
Method: DFT, wB97M-V/def2-TZVPD

Last column: Mulliken charge in e.
Geometry (Å):
O1 1.2538 -1.8669 -1.8187  -0.707
C1 1.9383 -0.9552 -1.3760  -0.002
C2 1.5522 -0.2294 -0.0877  0.308
C3 2.1010 -0.9783 1.1404  -0.865
O2 3.5044 -1.0709 0.9980  -0.487
N1 0.1023 -0.2203 -0.0585  -0.225
C4 -0.5705 0.6581 0.7307  -0.203
O3 0.0056 1.4590 1.4494  -0.703
C5 -2.0711 0.6026 0.6196  0.754
C6 -2.7508 1.8097 -0.0998  -1.018
C7 -3.8267 1.7266 0.9600  1.086
C8 -2.8970 0.9539 1.8843  -1.053
C9 -5.2345 1.4899 0.7551  -0.720
C10 -4.8143 2.9406 1.1832  -0.414
C11 -5.5212 3.3137 2.5496  -0.695
C12 -4.2263 3.8966 2.2598  -0.212
N2 2.9942 -0.4933 -2.1004  0.298
C13 3.0331 -0.4262 -3.5472  -0.641
C14 4.4432 0.0929 -3.7628  -0.475
C15 4.5502 1.1056 -2.6280  -0.468
O4 3.6866 0.6374 -1.5803  -0.339
H1 1.9322 0.7876 -0.0945  0.589
H2 1.8059 -0.4120 2.0259  0.422
H3 1.6285 -1.9658 1.1604  0.316
H4 3.8773 -1.4448 1.8003  0.347
H5 -0.3843 -0.8836 -0.6392  0.320
H6 -2.4153 -0.3382 0.1825  0.374
H7 -2.1366 2.7024 0.0491  0.314
H8 -3.0406 1.7090 -1.1415  0.334
H9 -3.2881 0.1462 2.4977  0.383
H10 -2.2892 1.6402 2.4849  0.261
H11 -5.7415 1.4325 -0.2021  0.252
H12 -5.6678 0.8816 1.5409  0.245
H13 -6.4186 3.8834 2.3587  0.246
H14 -5.5897 2.5747 3.3443  0.279
H15 -3.4280 3.4788 2.8640  0.132
H16 -4.0583 4.9094 1.9157  0.194
H17 2.8291 -1.4130 -3.9553  0.358
H18 2.2869 0.2854 -3.9188  0.248
H19 5.1555 -0.7207 -3.6288  0.269
H20 4.5945 0.5505 -4.7375  0.352
H21 5.5513 1.1975 -2.2085  0.276
H22 4.1942 2.0891 -2.9416  0.269

Computed properties:
frontier orbital gap	0.29443	hartree
ΔE to the lowest compared entry with this formula, charge and spin	814.8	kJ/mol
E_LUMO	0.75	eV
SMILES	O=C([C@H](CO)NC(=O)[C@H]1C[C@@]2(C1)C[C@]21CC1)N1CCCO1

---

| no. | energy (eV) |
| --- | --- |
| 1 | -165633.8405 |
| 2 | -14654.8868 |
| 3 | -8672.7330 |
| 4 | -18258.6497 |
| 5 | -24959.5335 |
| 6 | -27075.6343 |